# 1
A cluster of 4 separate species, C6H23N2O3 in total, computed with the ωB97M-V functional and the def2-TZVPD basis.

```
34
Properties=species:S:1:pos:R:3:mulliken_charge:R:1
C 0.327 0.721 -2.546 -1.20
C -0.773 0.845 -1.432 0.65
C -1.580 -0.422 -1.365 -1.17
C -1.219 -1.603 -0.444 -0.15
C 0.235 -1.920 -0.193 -1.37
N 0.734 -1.601 1.133 -0.22
C 1.986 -2.302 1.295 -0.78
N -0.147 1.258 -0.017 -0.15
H 0.048 1.370 -3.508 0.31
H 0.488 -0.382 -2.732 0.35
H 1.255 1.202 -2.179 0.25
H -1.280 1.867 -1.767 0.36
H -2.625 -0.169 -0.887 0.11
H -1.775 -0.834 -2.323 0.52
H -1.506 -2.500 -1.021 0.29
H -1.788 -1.530 0.583 0.17
H 0.245 -3.061 -0.366 0.47
H 0.830 -1.491 -0.948 0.65
H -0.030 -1.914 1.777 0.26
H 2.194 -2.955 0.350 0.29
H 1.867 -3.020 2.206 0.28
H 2.802 -1.564 1.378 0.25
H -0.034 0.533 0.624 0.16
H -0.799 1.865 0.424 0.45
H 0.873 1.721 0.020 0.25
H -2.724 0.849 0.964 0.28
H -3.782 1.822 0.359 0.32
O -2.800 1.724 0.606 -0.63
H 3.178 2.887 0.546 0.31
H 3.686 1.643 0.242 0.33
O 3.034 2.260 -0.158 -0.65
H -0.395 2.284 3.272 0.26
H -0.153 0.877 3.391 0.28
O -0.373 1.539 2.717 -0.53
```

The value obtained for the gap between HOMO and LUMO is 9.82 eV. The LUMO energy is -2.65 eV. Its net charge is +1. As for the energy relative to the best compared isomer or geometry (same formula, charge and spin): 3.043 eV. Its HOMO energy is -12.5 eV.

=====

# 2
A cluster of 5 separate species, C6H23NO4 in total, computed with the ωB97M-V functional and the def2-TZVPD basis.

```
34
Properties=species:S:1:pos:R:3:lowdin_spin:R:1
C 0.024 1.601 -0.358 0.02
C 0.114 2.474 -1.596 0.00
C -1.482 1.144 -0.313 0.06
N -1.623 -0.065 0.566 0.67
C -1.500 -2.512 0.847 0.00
C -1.076 -1.339 0.034 0.07
C -1.341 -1.483 -1.519 0.07
H 0.641 0.687 -0.424 0.00
H 0.430 2.068 0.528 0.00
H 1.105 2.882 -1.539 0.00
H 0.004 1.977 -2.531 0.00
H -0.567 3.321 -1.483 0.00
H -2.051 1.147 -1.234 0.03
H -1.979 1.978 0.166 0.00
H -2.605 -0.065 0.843 0.02
H -1.112 -2.478 1.875 0.00
H -2.572 -2.645 0.895 0.00
H -1.361 -3.378 0.188 0.00
H 0.024 -1.155 0.076 0.02
H -2.075 -2.259 -1.781 0.01
H -1.953 -0.735 -2.034 0.00
H -0.352 -1.556 -1.960 0.00
H 2.617 -3.085 -1.074 0.00
H 2.040 -1.958 -1.858 0.00
O 2.224 -2.213 -0.922 0.00
H -0.286 -0.233 2.614 0.00
H -0.020 1.111 2.681 0.00
O 0.515 0.308 2.753 0.02
H 2.710 -0.765 -0.030 0.00
H 2.033 -0.247 1.264 0.00
O 2.819 -0.164 0.720 0.00
H 2.149 2.214 2.255 0.00
H 2.319 2.503 0.750 0.00
O 2.187 2.919 1.604 0.00
```

The value obtained for the gap between HOMO and LUMO (spin up / spin down) is 10.65 / 5.64 eV. The LUMO energy (spin up / spin down) is -3.14 / -8.15 eV. Its net charge is +1. The expectation value of S² is 0.755. As for the energy relative to the best compared isomer or geometry (same formula, charge and spin): 0.545 eV. Its HOMO energy (spin up / spin down) is -13.8 / -13.8 eV. The multiplicity is 2.

=====

# 3
A cluster of 6 separate species, C6H23NO6 in total, computed with the ωB97M-V functional and the def2-TZVPD basis.

```
36
Properties=species:S:1:pos:R:3:lowdin_spin:R:1
C -2.065 2.080 -0.811 0.01
C -0.769 1.394 -0.380 0.11
C -0.496 1.844 1.243 0.14
C 0.960 1.805 1.542 0.01
C 1.945 1.957 0.687 0.03
N -0.591 0.011 -0.405 0.54
C -1.537 -0.797 -1.184 0.04
O -1.516 -0.267 -2.453 0.02
H -2.328 1.841 -1.812 0.00
H -2.930 1.914 -0.169 0.00
H -1.863 3.180 -0.853 0.00
H -0.030 1.926 -0.993 0.04
H -0.985 2.842 1.268 0.01
H -0.963 1.089 1.813 0.00
H 1.131 1.586 2.648 0.00
H 2.021 2.434 -0.267 0.00
H 2.989 1.718 0.999 0.00
H 0.396 -0.280 -0.424 0.01
H -1.182 -1.826 -1.080 0.00
H -2.547 -0.815 -0.651 0.01
H -2.057 -0.715 -3.127 0.00
H -1.156 -2.832 2.440 0.00
H -2.035 -1.542 2.411 0.00
O -1.953 -2.437 2.083 0.00
H 3.082 -0.130 -1.572 0.00
H 2.375 0.875 -2.697 0.00
O 2.436 0.008 -2.274 0.00
H 2.950 -2.095 2.606 0.00
H 2.663 -3.069 1.552 0.00
O 2.704 -2.091 1.670 0.00
H -0.658 -2.096 -3.137 0.00
H 0.619 -1.313 -2.631 0.00
O 0.186 -2.172 -2.700 0.00
H 1.158 -1.621 2.155 0.00
H -0.305 -1.114 1.897 0.00
O 0.350 -1.292 2.605 0.01
```

The value obtained for the gap between HOMO and LUMO (spin up / spin down) is 10.93 / 6.23 eV. The LUMO energy (spin up / spin down) is -2.70 / -7.38 eV. Its net charge is +1. The expectation value of S² is 0.756. As for the energy relative to the best compared isomer or geometry (same formula, charge and spin): 3.019 eV. Its HOMO energy (spin up / spin down) is -13.6 / -13.6 eV. The multiplicity is 2.

=====

# 4
A structure of composition C6H23O6Ti2, computed with the ωB97M-V functional and the def2-TZVPD basis.

```
37
Properties=species:S:1:pos:R:3:lowdin_spin:R:1
Ti -3.025 0.377 4.487 3.24
Ti -4.603 5.185 2.257 3.11
O -2.190 1.597 0.723 -0.35
H -1.485 1.044 0.333 0.00
C -3.556 -2.964 -1.846 0.00
O -4.462 -2.069 -1.244 0.00
H -3.308 -2.477 -2.789 0.00
H -2.614 -2.963 -1.298 0.00
H -3.904 -3.992 -1.949 0.00
H -4.036 -1.269 -0.930 0.00
C 2.684 4.863 1.900 0.00
O 1.313 5.107 1.817 0.00
H 3.293 5.714 2.206 0.00
H 2.799 4.103 2.673 0.00
H 2.910 4.424 0.928 0.00
H 0.894 4.288 1.543 0.00
C -4.476 3.338 -4.392 0.00
O -3.188 3.560 -3.894 0.00
H -5.209 3.861 -3.776 0.00
H -4.531 3.676 -5.426 0.00
H -4.794 2.296 -4.375 0.00
H -3.187 3.142 -3.030 0.00
C 1.266 -3.311 5.672 0.00
O 0.947 -2.449 4.640 0.00
H 1.252 -2.888 6.677 0.00
H 0.671 -4.224 5.688 0.00
H 2.296 -3.649 5.562 0.00
H 1.366 -2.691 3.811 0.00
C 3.788 -1.712 -2.446 0.00
C 4.476 -2.743 -1.552 0.00
O 3.537 -3.339 -0.705 0.00
H 4.485 -1.367 -3.210 0.00
H 3.577 -0.830 -1.842 0.00
H 2.889 -2.014 -2.983 0.00
H 5.296 -2.279 -1.004 0.00
H 4.827 -3.534 -2.214 0.00
H 4.001 -3.813 -0.011 0.00
```

The value obtained for the gap between HOMO and LUMO (spin up / spin down) is 3.61 / 6.67 eV. The LUMO energy (spin up / spin down) is -5.45 / -4.70 eV. Its net charge is +1. The expectation value of S² is 12.349. Its HOMO energy (spin up / spin down) is -9.1 / -11.4 eV. The multiplicity is 7.

=====

# 5
A cluster of 6 separate species, C6H24 in total, computed with the ωB97M-V functional and the def2-TZVPD basis.

```
30
Properties=species:S:1:pos:R:3:mulliken_charge:R:1
C -1.677 -2.544 5.342 -0.90
H -1.379 -2.428 4.300 0.22
H -2.630 -2.061 5.556 0.24
H -1.788 -3.616 5.494 0.22
H -0.960 -2.065 6.007 0.23
C 0.478 -6.301 2.021 -0.94
H 0.435 -6.956 2.876 0.23
H 1.052 -5.395 2.228 0.23
H 1.033 -6.778 1.213 0.26
H -0.522 -5.993 1.733 0.22
C 3.162 0.888 2.715 -0.91
H 3.629 -0.061 2.959 0.24
H 3.319 1.601 3.521 0.23
H 3.704 1.274 1.852 0.23
H 2.099 0.698 2.594 0.21
C -1.875 4.882 1.549 -0.91
H -1.988 3.972 0.960 0.22
H -0.801 5.063 1.598 0.23
H -2.239 5.781 1.055 0.23
H -2.305 4.732 2.533 0.22
C 1.670 3.391 -5.366 -0.89
H 2.008 3.147 -6.363 0.22
H 2.414 3.137 -4.610 0.23
H 1.557 4.476 -5.288 0.24
H 0.704 2.960 -5.123 0.19
C -1.762 -0.327 -6.264 -0.87
H -1.258 0.630 -6.391 0.17
H -2.339 -0.482 -7.172 0.25
H -1.049 -1.130 -6.111 0.22
H -2.454 -0.226 -5.428 0.23
```

The value obtained for the gap between HOMO and LUMO is 13.71 eV. The LUMO energy is 0.76 eV. Its net charge is 0. As for the energy relative to the best compared isomer or geometry (same formula, charge and spin): 0.168 eV. Its HOMO energy is -13.0 eV.

=====

# 6
A structure of composition C6H24BrN12O6Pb, computed with the ωB97M-V functional and the def2-TZVPD basis.

```
50
Properties=species:S:1:pos:R:3:mulliken_charge:R:1
Pb -10.112 30.294 30.613 1.31
Br -12.679 28.641 26.429 -0.32
C -12.307 29.110 36.110 0.64
O -12.151 28.664 34.973 -0.69
N -11.482 28.839 37.082 -0.44
N -13.213 29.955 36.478 -0.37
H -11.274 29.526 37.793 0.21
H -10.667 28.261 36.936 0.24
H -13.261 30.324 37.417 0.19
H -13.859 30.175 35.734 0.24
C -15.214 34.623 31.436 0.70
O -14.637 33.524 31.480 -0.69
N -14.534 35.641 30.981 -0.43
N -16.497 34.851 31.485 -0.41
H -15.079 36.401 30.598 0.18
H -13.644 35.430 30.553 0.23
H -16.789 35.807 31.337 0.19
H -16.987 34.003 31.733 0.24
C -4.900 29.083 35.018 0.67
O -5.562 29.286 34.029 -0.67
N -4.709 29.962 35.893 -0.36
N -4.132 28.078 35.325 -0.42
H -5.159 30.859 35.784 0.22
H -4.217 29.593 36.694 0.18
H -4.119 27.256 34.738 0.21
H -3.361 28.200 35.965 0.18
C -8.228 35.672 34.891 0.62
O -8.733 34.908 34.140 -0.62
N -8.844 36.130 35.934 -0.38
N -6.902 35.879 34.924 -0.39
H -8.537 36.889 36.526 0.19
H -9.757 35.762 36.162 0.21
H -6.529 36.393 35.710 0.17
H -6.250 35.350 34.364 0.22
C -7.846 24.321 29.213 0.60
O -7.880 25.512 29.364 -0.68
N -7.099 23.597 29.999 -0.40
N -8.508 23.662 28.403 -0.34
H -6.258 24.063 30.309 0.21
H -7.158 22.589 30.024 0.17
H -8.730 22.680 28.326 0.20
H -9.053 24.320 27.864 0.24
C -5.059 31.187 26.169 0.70
O -5.794 31.302 27.145 -0.68
N -4.148 30.274 26.038 -0.36
N -4.867 32.194 25.323 -0.42
H -3.660 30.445 25.170 0.15
H -4.012 29.572 26.751 0.22
H -5.105 33.101 25.698 0.21
H -4.335 32.016 24.483 0.18
```

The value obtained for the gap between HOMO and LUMO is 3.41 eV. The LUMO energy is -7.08 eV. Its net charge is +1. As for the energy relative to the best compared isomer or geometry (same formula, charge and spin): 13.337 eV. Its HOMO energy is -10.5 eV.

=====

# 7
A structure of composition C6H24MgN12O6, computed with the ωB97M-V functional and the def2-TZVPD basis.

```
49
Properties=species:S:1:pos:R:3:lowdin_spin:R:1
Mg -14.290 24.575 6.273 0.11
C -15.327 23.886 9.354 0.01
O -14.943 24.030 8.220 0.00
N -16.299 23.168 9.651 0.00
N -14.643 24.316 10.404 0.00
H -16.470 22.958 10.624 0.00
H -16.978 22.923 8.945 0.00
H -13.773 24.817 10.291 0.00
H -14.825 24.085 11.370 0.00
C -11.349 23.433 6.678 0.09
O -12.452 23.920 6.687 0.02
N -11.210 22.194 6.915 0.03
N -10.235 23.985 6.272 0.06
H -12.087 21.730 6.726 0.01
H -10.346 21.773 6.606 0.03
H -9.409 23.405 6.302 0.02
H -10.294 24.757 5.624 0.07
C -13.447 25.397 3.449 0.08
O -13.597 25.333 4.658 0.03
N -13.371 24.311 2.710 0.05
N -13.518 26.468 2.664 0.03
H -12.840 24.426 1.858 0.04
H -13.081 23.510 3.253 0.05
H -13.576 26.388 1.659 0.01
H -13.622 27.367 3.113 0.01
C -14.539 21.577 6.080 0.03
O -14.666 22.733 5.784 0.01
N -14.596 21.068 7.275 0.01
N -14.374 20.708 5.122 0.02
H -14.182 20.174 7.498 0.01
H -14.732 21.773 7.985 0.00
H -14.286 19.757 5.448 0.01
H -14.292 21.135 4.210 0.02
C -16.870 25.878 5.016 0.01
O -16.069 25.090 5.581 0.00
N -16.721 26.308 3.794 0.01
N -18.001 26.236 5.479 0.00
H -17.525 26.718 3.341 0.00
H -15.871 26.177 3.265 0.00
H -18.485 27.066 5.167 0.00
H -18.030 25.955 6.448 0.00
C -13.079 27.135 7.288 0.02
O -13.790 26.211 7.190 0.00
N -13.247 28.147 8.102 0.01
N -11.977 27.249 6.614 0.02
H -12.622 28.930 7.974 0.00
H -14.104 28.127 8.635 0.00
H -11.417 28.076 6.761 0.01
H -11.574 26.519 6.044 0.03
```

The value obtained for the gap between HOMO and LUMO (spin up / spin down) is 2.37 / 10.12 eV. The LUMO energy (spin up / spin down) is -2.14 / -2.18 eV. Its net charge is +1. The expectation value of S² is 0.751. Its HOMO energy (spin up / spin down) is -4.5 / -12.3 eV. The multiplicity is 2.

=====

# 8
A cluster of 6 separate species, C6H24NO6 in total, computed with the ωB97M-V functional and the def2-TZVPD basis.

```
37
Properties=species:S:1:pos:R:3:mulliken_charge:R:1
C 3.492 -0.314 -0.873 -1.55
C 1.980 -0.333 -0.891 0.48
C 1.377 0.993 -0.382 -0.84
C 1.761 2.272 -1.232 -0.37
C 1.165 3.538 -0.581 -1.12
N 1.291 -1.448 -0.215 -0.22
C 0.364 -2.096 -1.238 -0.56
O -0.351 -1.262 -2.076 -0.68
H 3.781 0.530 -1.509 0.44
H 3.825 -1.242 -1.405 0.42
H 4.029 -0.166 0.071 0.31
H 1.632 -0.133 -1.918 0.25
H 0.290 1.015 -0.392 0.21
H 1.471 1.157 0.721 0.26
H 1.645 2.220 -2.333 0.35
H 2.829 2.310 -0.978 0.17
H 0.667 3.200 0.335 0.28
H 2.007 4.165 -0.254 0.34
H 0.391 3.866 -1.275 0.29
H 2.019 -2.073 0.109 0.28
H -0.290 -2.747 -0.638 0.30
H 1.020 -2.687 -1.888 0.37
H -1.327 -1.960 1.571 0.15
H 0.161 -1.993 1.753 0.41
O -0.654 -2.166 2.252 -0.74
H -2.182 0.281 0.797 0.54
H -2.269 -0.242 2.244 0.30
O -2.411 0.592 1.780 -0.74
H -2.085 2.177 2.433 0.39
H -1.409 2.864 3.554 0.27
O -2.232 2.947 3.058 -0.66
H -2.288 -1.688 0.122 0.34
H -2.432 -3.075 -0.566 0.32
O -2.486 -2.645 0.301 -0.73
H -2.562 0.377 -1.245 0.14
H -1.094 -0.639 -1.441 0.48
O -2.110 -0.200 -0.622 -0.89
```

The value obtained for the gap between HOMO and LUMO is 8.60 eV. The LUMO energy is 3.21 eV. Its net charge is -1. As for the energy relative to the best compared isomer or geometry (same formula, charge and spin): 1.505 eV. Its HOMO energy is -5.4 eV.

=====

In order of appearance, DFT total energy = -15709.8674, -16265.3473, -20359.6365, -65089.4103, -6610.7077, -112058.1510, -42223.1756, -20387.0241 eV.